Formula: C3H4F2
Source: the OMol25 dataset
Level of theory: ωB97M-V/def2-TZVPD

Output
E_LUMO	0.03713	hartree
frontier orbital gap	11.18	eV
ΔE to the lowest compared entry with this formula, charge and spin	0.769	eV
SMILES	C=C(F)CF
maximum force	4.971	eV/A

CARTESIAN COORDINATES (ANGSTROEM)
C (0.52011, 0.29777, 1.36391)
C (-0.37015, -0.25839, 0.52524)
F (-1.53329, -0.89231, 0.89507)
C (-0.38543, -0.20913, -1.03310)
F (-0.16112, 0.99763, -1.65630)
H (0.40227, 0.11734, 2.44721)
H (1.31975, 0.70908, 0.90206)
H (0.46085, -0.90836, -1.30488)
H (-1.38915, -0.48165, -1.34037)

Formula: C3H4F2O
Source: the OMol25 dataset
Level of theory: ωB97M-V/def2-TZVPD

Output
E_LUMO	0.02902	hartree
frontier orbital gap	11.32	eV
ΔE to the lowest compared entry with this formula, charge and spin	2.992	eV
SMILES	O[C@@H]1CC1(F)F
maximum force	4.724	eV/A

CARTESIAN COORDINATES (ANGSTROEM)
O (-1.74085, 0.38330, -0.50027)
C (-0.48300, -0.43675, -0.51255)
C (0.18148, -0.78826, 0.80186)
C (0.78390, 0.28200, -0.03849)
F (1.99126, 0.33001, -0.67351)
F (0.20830, 1.64361, 0.37342)
H (-1.45140, 1.43265, -0.47382)
H (-0.35008, -1.00659, -1.35771)
H (1.00133, -1.47211, 0.56079)
H (-0.14095, -0.36785, 1.82027)

Formula: C3H4F2O2S
Source: the OMol25 dataset
Level of theory: ωB97M-V/def2-TZVPD

Output
E_LUMO	-0.02349	hartree
frontier orbital gap	9.72	eV
ΔE to the lowest compared entry with this formula, charge and spin	2.826	eV
maximum force	6.691	eV/A

CARTESIAN COORDINATES (ANGSTROEM)
C (1.84325, 1.78664, -1.70790)
C (1.17131, 1.35906, -0.75310)
C (-0.47290, -0.86559, 0.49734)
O (0.16785, -1.44213, -2.00874)
O (1.95188, -1.67880, -0.27023)
F (2.14742, 0.90924, -2.69497)
F (0.58042, 2.05699, 0.20521)
S (0.76552, -1.01052, -0.75712)
H (2.09765, 2.76952, -2.04548)
H (-1.45612, -1.11908, 0.05611)
H (-0.25161, -1.37586, 1.45712)
H (-0.43314, 0.22068, 0.77600)

Formula: C3H4F2S
Source: the OMol25 dataset
Level of theory: ωB97M-V/def2-TZVPD

Output
E_LUMO	-0.02096	hartree
frontier orbital gap	8.55	eV
ΔE to the lowest compared entry with this formula, charge and spin	0.768	eV
SMILES	FC[C@@H](F)C=S
maximum force	1.796	eV/A

CARTESIAN COORDINATES (ANGSTROEM)
F (2.21718, 0.29724, -0.06254)
C (1.04133, -0.27248, -0.44851)
C (-0.00071, 0.41815, 0.44892)
F (-0.12253, 1.70952, -0.11195)
C (-1.36589, -0.30267, 0.29187)
S (-2.73185, 0.34096, -0.22093)
H (1.07993, -1.33182, -0.36479)
H (0.88736, 0.01418, -1.51136)
H (0.36604, 0.51922, 1.50370)
H (-1.37086, -1.39230, 0.47558)

Formula: C3H4F3N
Source: the OMol25 dataset
Level of theory: ωB97M-V/def2-TZVPD

Output
E_LUMO	0.01449	hartree
frontier orbital gap	9.82	eV
ΔE to the lowest compared entry with this formula, charge and spin	4.227	eV
maximum force	4.314	eV/A

CARTESIAN COORDINATES (ANGSTROEM)
C (-1.79791, 0.51650, -0.33926)
C (-0.79127, -0.15698, 0.66756)
C (2.01887, 0.14512, 0.28675)
N (-1.57202, -0.94268, -0.02717)
F (1.79824, -0.78640, -0.57109)
F (2.68058, 1.23356, -0.21868)
F (2.91154, -0.35967, 1.29232)
H (-2.61993, 1.06013, 0.18469)
H (-1.69438, 0.77702, -1.44256)
H (0.82554, 0.36263, 0.62237)
H (-1.75926, -1.84924, -0.45491)

Formula: C3H4F3N
Source: the OMol25 dataset
Level of theory: ωB97M-V/def2-TZVPD

Output
E_LUMO	0.03185	hartree
frontier orbital gap	10.24	eV
ΔE to the lowest compared entry with this formula, charge and spin	3.395	eV
SMILES	CN(F)/C(F)=C/F
maximum force	3.627	eV/A

CARTESIAN COORDINATES (ANGSTROEM)
C (1.46617, 0.39939, -0.18357)
N (0.12109, 0.93532, -0.28477)
F (0.05584, 1.98876, 0.56599)
C (-1.08895, 0.07381, -0.14509)
F (-2.18684, 0.74597, -0.36923)
C (-1.15904, -1.20143, 0.18742)
F (-2.20993, -2.00572, 0.17874)
H (2.16424, 1.11974, -0.39335)
H (1.64489, -0.10821, 0.73337)
H (1.48432, -0.30000, -1.01761)
H (-0.29179, -1.64763, 0.72811)

Formula: C3H4FGdO3
Source: the OMol25 dataset
Level of theory: ωB97M-V/def2-TZVPD

Output
charge	+2
2S+1	8
E_LUMO (alpha / beta)	-0.38174 / -0.35082	hartree
frontier orbital gap (alpha / beta)	7.51 / 10.70	eV
maximum force	1.866	eV/A

CARTESIAN COORDINATES (ANGSTROEM)
F (1.67406, -2.90239, -1.11834)
O (-0.55022, 0.14201, 1.04780)
C (-0.59430, 1.34074, 0.48826)
C (0.23158, -0.83348, 0.07034)
O (-0.97751, 2.26872, 1.20785)
O (-0.06573, 1.41195, -0.67577)
C (0.33322, 0.08173, -1.15583)
Gd (-1.75375, 1.13526, 3.09573)
H (-0.48413, -1.64714, -0.05542)
H (1.18472, -0.98083, 0.58128)
H (-0.35210, -0.19665, -1.95846)
H (1.35416, 0.18009, -1.52744)

Formula: C3H4FIO2
Source: the OMol25 dataset
Level of theory: ωB97M-V/def2-TZVPD

Output
E_LUMO	0.00947	hartree
frontier orbital gap	9.01	eV
ΔE to the lowest compared entry with this formula, charge and spin	2.400	eV
maximum force	5.561	eV/A

CARTESIAN COORDINATES (ANGSTROEM)
C (0.31856, 0.37711, -0.22088)
C (-0.81330, -0.80633, -1.77922)
C (0.89247, 0.41229, 1.93957)
O (0.31056, 1.45993, -0.67738)
O (-0.05261, -0.81117, -0.54784)
F (0.35452, -0.64198, 2.56391)
I (0.05382, 2.26224, 2.63486)
H (-1.62377, -1.46244, -1.62804)
H (-0.23888, -1.37135, -2.46863)
H (-1.12411, 0.34572, -1.91438)
H (1.92274, 0.23598, 2.09803)

Formula: C3H4FN
Source: the OMol25 dataset
Level of theory: ωB97M-V/def2-TZVPD

Output
E_LUMO (alpha / beta)	-0.00851 / -0.00849	hartree
frontier orbital gap (alpha / beta)	8.92 / 8.92	eV
ΔE to the lowest compared entry with this formula, charge and spin	2.770	eV
maximum force	5.410	eV/A

CARTESIAN COORDINATES (ANGSTROEM)
C (1.33829, 0.88008, -0.43948)
C (0.11454, 0.99361, 0.19623)
C (-0.75386, -1.07715, 0.02797)
N (2.38351, 0.81518, -1.00785)
F (0.13622, -1.87542, 0.58819)
H (-0.06712, 0.82593, 1.31501)
H (-0.69683, 1.46809, -0.43564)
H (-0.91797, -1.40379, -0.93205)
H (-1.53679, -0.62652, 0.68763)

Formula: C3H4FN
Source: the OMol25 dataset
Level of theory: ωB97M-V/def2-TZVPD

Output
E_LUMO	-0.01142	hartree
frontier orbital gap	10.41	eV
ΔE to the lowest compared entry with this formula, charge and spin	2.534	eV
maximum force	6.312	eV/A

CARTESIAN COORDINATES (ANGSTROEM)
C (1.37934, 0.40284, 0.05950)
C (-0.92399, 0.17501, -0.38204)
C (0.31716, -0.44466, 0.25563)
N (2.35427, 1.04094, 0.04285)
F (0.48973, -1.78517, 0.01039)
H (-0.93360, -0.48996, -1.38419)
H (-0.84912, 1.21043, -0.71018)
H (-1.81651, 0.12542, 0.23197)
H (-0.01728, -0.23484, 1.87607)

Formula: C3H4FN
Source: the OMol25 dataset
Level of theory: ωB97M-V/def2-TZVPD

Output
E_LUMO	-0.00386	hartree
frontier orbital gap	12.29	eV
ΔE to the lowest compared entry with this formula, charge and spin	1.865	eV
maximum force	6.715	eV/A

CARTESIAN COORDINATES (ANGSTROEM)
C (0.83289, 1.25740, 1.52798)
C (-0.54626, 0.40793, 0.46007)
C (0.25202, -0.26371, -0.54420)
N (1.65158, 1.86214, 2.02134)
F (-0.39211, -0.77335, -1.73810)
H (-0.91869, -0.15785, 1.26717)
H (-1.19766, 1.24253, 0.17416)
H (0.64627, -1.04593, 0.04401)
H (0.98533, 0.35476, -1.04532)

Formula: C3H4FN3
Source: the OMol25 dataset
Level of theory: ωB97M-V/def2-TZVPD

Output
E_LUMO	0.02443	hartree
frontier orbital gap	10.37	eV
ΔE to the lowest compared entry with this formula, charge and spin	1.580	eV
SMILES	FCc1cnn[nH]1
maximum force	2.912	eV/A

CARTESIAN COORDINATES (ANGSTROEM)
F (0.41392, 1.74355, -1.45857)
C (0.92375, 0.49877, -1.09261)
C (0.03671, -0.05763, 0.01344)
C (-0.94918, 0.62173, 0.73888)
N (-1.53117, -0.23894, 1.61919)
N (-0.97629, -1.35837, 1.48372)
N (-0.01481, -1.29636, 0.53672)
H (1.96758, 0.67843, -0.83351)
H (0.81816, -0.19109, -1.93840)
H (-1.31507, 1.67906, 0.59388)
H (0.62641, -2.07915, 0.33726)

Formula: C3H4FN3
Source: the OMol25 dataset
Level of theory: ωB97M-V/def2-TZVPD

Output
E_LUMO (alpha / beta)	-0.00776 / -0.00775	hartree
frontier orbital gap (alpha / beta)	8.26 / 8.26	eV
ΔE to the lowest compared entry with this formula, charge and spin	4.340	eV
maximum force	3.487	eV/A

CARTESIAN COORDINATES (ANGSTROEM)
C (1.81595, -1.76039, 0.17266)
C (2.66351, 0.30160, -0.25711)
C (-0.59944, 0.70332, 0.13509)
N (2.85953, -0.90003, -0.01573)
N (0.62883, -1.23104, 0.45180)
N (0.63334, 0.07884, 0.42197)
F (3.38631, 1.36902, -0.25347)
H (2.00270, -2.80435, 0.19186)
H (-0.44839, 1.72293, 0.11720)
H (-0.89028, 0.52242, -0.88177)
H (-1.44934, 0.46751, 0.71778)

Formula: C3H4FNO
Source: the OMol25 dataset
Level of theory: ωB97M-V/def2-TZVPD

Output
E_LUMO	0.02732	hartree
frontier orbital gap	9.88	eV
ΔE to the lowest compared entry with this formula, charge and spin	5.987	eV
SMILES	C=[NH+][O-].C#CF
maximum force	8.338	eV/A

CARTESIAN COORDINATES (ANGSTROEM)
C (-1.88553, 0.27178, -0.14869)
N (-1.16106, 0.29368, 0.90605)
O (-0.57350, -0.68439, 1.42657)
H (-2.28924, 1.18797, -0.47538)
H (-1.84961, -0.65599, -0.72308)
H (-1.42868, 1.12910, 1.65190)
C (1.75330, -0.71221, -0.92480)
C (2.71470, -0.10219, -0.46308)
F (3.72441, 0.46723, 0.05718)
H (0.99522, -1.19499, -1.30667)

Formula: C3H4FNO2
Source: the OMol25 dataset
Level of theory: ωB97M-V/def2-TZVPD

Output
E_LUMO	0.01548	hartree
frontier orbital gap	12.32	eV
ΔE to the lowest compared entry with this formula, charge and spin	2.254	eV
maximum force	3.143	eV/A

CARTESIAN COORDINATES (ANGSTROEM)
C (2.02335, -0.62863, 0.24885)
C (0.11178, -0.68553, -0.02737)
C (-0.33031, 0.78853, 0.04117)
N (3.15587, -0.53551, 0.44210)
O (-0.05533, -1.40137, -1.20592)
O (0.52454, 1.48096, 0.85594)
F (-0.23603, 1.16057, -1.29717)
H (-0.30446, -1.30033, 0.76387)
H (-1.39532, 0.82399, 0.28156)
H (0.32894, -0.76403, -1.81884)
H (1.33754, 0.98873, 0.94998)

Formula: C3H4FNO2
Source: the OMol25 dataset
Level of theory: ωB97M-V/def2-TZVPD

Output
E_LUMO (alpha / beta)	-0.05813 / -0.05376	hartree
frontier orbital gap (alpha / beta)	8.10 / 8.26	eV
ΔE to the lowest compared entry with this formula, charge and spin	4.548	eV
SMILES	C[C@H](F)C(=O)N=O
maximum force	5.977	eV/A

CARTESIAN COORDINATES (ANGSTROEM)
C (1.25427, 0.68383, 0.25657)
C (0.31307, -0.31407, -0.33466)
F (-0.02476, -0.00130, -1.67805)
C (-1.00101, -0.11732, 0.46508)
O (-1.08392, 0.41697, 1.50179)
N (-1.87342, -0.89310, -0.12591)
O (-2.53323, -1.32588, -1.06635)
H (2.21047, 0.78138, -0.20734)
H (0.63357, 1.63731, 0.20837)
H (1.38642, 0.52863, 1.28854)
H (0.71854, -1.39646, -0.30804)

Formula: C3H4FNO2
Source: the OMol25 dataset
Level of theory: ωB97M-V/def2-TZVPD

Output
E_LUMO	0.00739	hartree
frontier orbital gap	10.32	eV
ΔE to the lowest compared entry with this formula, charge and spin	3.185	eV
SMILES	N=C=O.C#CO.F
maximum force	3.087	eV/A

CARTESIAN COORDINATES (ANGSTROEM)
N (-0.45695, -2.14106, 0.52040)
C (-1.28479, -1.29835, 0.51708)
O (-2.21311, -0.68372, 0.26765)
H (0.38594, -2.26328, 0.96713)
C (0.84748, 1.11314, -0.99532)
C (1.62015, 0.49119, -0.28085)
O (2.17598, -0.62262, 0.21306)
H (0.48387, 2.03535, -1.31468)
H (3.04602, -0.77259, -0.16542)
F (-4.64177, 0.85869, -0.38376)
H (-4.10384, 1.46832, 0.14068)

Formula: C3H4FNO2
Source: the OMol25 dataset
Level of theory: ωB97M-V/def2-TZVPD

Output
2S+1	3
E_LUMO (alpha / beta)	0.02848 / -0.13323	hartree
frontier orbital gap (alpha / beta)	6.27 / 7.16	eV
ΔE to the lowest compared entry with this formula, charge and spin	1.894	eV
maximum force	10.187	eV/A

CARTESIAN COORDINATES (ANGSTROEM)
C (-2.36756, 0.45174, 1.13050)
C (0.85895, -0.73735, -0.44662)
C (0.91281, 0.67178, -0.95426)
N (-1.28588, 0.22113, 1.39956)
O (1.42358, -0.92447, 0.80612)
O (1.37768, 1.64330, -0.48039)
F (0.26994, 0.73875, -2.16125)
H (-0.19783, -1.05541, -0.48512)
H (1.41132, -1.36783, -1.15515)
H (0.96316, -0.35837, 1.44448)
H (-3.36618, 0.71673, 0.90214)

Formula: C3H4FNO2S
Source: the OMol25 dataset
Level of theory: ωB97M-V/def2-TZVPD

Output
E_LUMO	0.01075	hartree
frontier orbital gap	12.50	eV
ΔE to the lowest compared entry with this formula, charge and spin	1.090	eV
SMILES	C[C@@H](C#N)S(=O)(=O)F
maximum force	4.674	eV/A

CARTESIAN COORDINATES (ANGSTROEM)
C (1.20313, 0.28859, 0.54530)
C (0.24254, -0.32962, -0.42030)
C (-0.00560, -1.75363, -0.51327)
N (0.00946, -2.87044, -0.67565)
S (-1.32790, 0.58301, -0.00187)
O (-1.38696, 1.11265, 1.37556)
O (-2.48313, -0.13157, -0.52880)
F (-0.98722, 1.82824, -0.99422)
H (0.91081, 0.28406, 1.64458)
H (2.19154, -0.16490, 0.70925)
H (1.25972, 1.26273, 0.29517)
H (0.37361, -0.10912, -1.43576)

Formula: C3H4FO2S
Source: the OMol25 dataset
Level of theory: ωB97M-V/def2-TZVPD

Output
charge	-1
E_LUMO (alpha / beta)	0.15497 / 0.15498	hartree
frontier orbital gap (alpha / beta)	7.30 / 7.30	eV
ΔE to the lowest compared entry with this formula, charge and spin	3.339	eV
maximum force	5.910	eV/A

CARTESIAN COORDINATES (ANGSTROEM)
C (1.17552, 1.33277, -0.07958)
C (0.10231, 0.80637, 0.44938)
C (-0.86936, 0.05039, -0.28117)
O (-1.21063, -2.67172, 0.46223)
O (1.11739, -2.05296, 0.00743)
F (-1.01661, 0.40447, -1.53709)
S (-0.30914, -1.92525, -0.41262)
H (2.03046, 1.56214, 0.61761)
H (1.33641, 1.32168, -1.17982)
H (-0.13710, 1.09214, 1.52664)
H (-2.21924, 0.07997, 0.42700)